A structure of composition C21H57N3O9S6, computed with ωB97M-V/def2-TZVPD.

The geometry in XYZ format:
```
96
Properties=species:S:1:pos:R:3:forces:R:3
C 10.218 -20.497 -13.772 1.18 -0.46 1.32
C 9.904 -19.142 -14.406 2.73 -2.24 -1.12
O 10.809 -18.469 -14.903 0.26 1.01 0.29
N 8.644 -18.932 -14.520 -0.22 0.81 -0.59
C 7.991 -17.919 -15.266 3.78 -3.19 1.66
H 11.174 -20.954 -14.028 0.12 0.53 -0.89
H 9.472 -21.287 -13.860 0.21 0.60 0.04
H 10.429 -20.335 -12.715 -0.50 0.11 0.45
H 8.058 -19.734 -14.339 0.15 0.23 0.55
H 7.040 -17.902 -14.734 4.29 -2.67 -1.24
H 7.862 -18.181 -16.317 0.15 0.38 -0.16
H 8.587 -17.046 -14.998 -0.55 0.26 -0.94
C 4.313 -14.581 -9.603 -0.15 0.35 -1.62
C 4.556 -14.398 -11.144 1.97 1.12 2.80
O 5.703 -14.372 -11.614 -1.70 0.69 2.40
N 3.448 -14.136 -11.798 -1.32 -0.42 -1.63
C 3.334 -14.188 -13.268 0.12 0.82 0.92
H 4.201 -15.646 -9.403 0.99 0.67 0.58
H 3.309 -14.185 -9.453 0.17 0.26 0.71
H 5.090 -14.063 -9.041 -0.19 -0.22 0.03
H 2.619 -13.975 -11.244 0.12 -0.26 -0.33
H 2.278 -14.226 -13.537 -0.03 0.94 0.11
H 3.600 -15.122 -13.762 0.71 0.28 1.26
H 3.947 -13.394 -13.694 -0.74 0.37 -0.05
C 6.058 -22.866 -14.223 1.06 -0.35 -0.10
C 6.794 -21.584 -13.707 -2.53 0.20 1.42
O 7.641 -20.997 -14.340 -0.24 -2.86 -2.05
N 6.385 -21.093 -12.520 0.03 -2.90 -2.78
C 7.092 -20.150 -11.712 -0.85 -4.09 0.65
H 4.979 -22.907 -14.376 -0.06 0.78 0.37
H 6.292 -23.696 -13.556 -0.04 0.08 0.36
H 6.476 -23.205 -15.171 0.22 0.48 -0.11
H 5.576 -21.625 -12.232 1.16 0.14 0.79
H 7.803 -19.531 -12.258 -0.13 -3.87 -1.32
H 7.589 -20.649 -10.880 0.02 -0.09 -0.01
H 6.357 -19.461 -11.297 0.27 -1.26 0.15
C 9.300 -16.229 -12.353 -0.89 0.69 -0.26
S 7.555 -16.809 -11.927 3.91 0.67 -0.40
O 7.672 -18.334 -11.815 2.01 9.31 0.35
C 7.448 -16.309 -10.216 0.34 1.67 0.79
H 9.507 -16.355 -13.416 -0.21 -1.01 0.03
H 10.078 -16.698 -11.751 -0.30 -0.02 0.05
H 9.348 -15.140 -12.344 -0.09 0.22 0.89
H 8.270 -16.597 -9.560 0.16 -0.14 -0.44
H 6.501 -16.691 -9.836 0.94 0.35 0.54
H 7.301 -15.229 -10.250 0.36 0.11 0.24
C 2.918 -22.122 -10.078 -0.33 0.53 0.04
S 4.268 -20.878 -10.459 2.02 -3.81 -1.05
O 5.637 -21.552 -10.340 -2.64 -0.90 1.01
C 3.798 -20.729 -12.263 -1.99 -4.63 0.36
H 1.957 -21.611 -10.022 0.17 0.55 0.14
H 3.123 -22.481 -9.069 0.20 -0.20 -0.18
H 2.671 -22.912 -10.787 0.90 -0.22 -0.13
H 2.840 -20.215 -12.339 0.16 -1.27 0.20
H 3.766 -21.718 -12.720 -0.15 -0.34 0.02
H 4.564 -20.093 -12.707 -0.56 -3.20 -0.43
C 3.975 -17.018 -16.935 0.22 -0.16 -0.42
S 2.715 -16.103 -15.954 1.54 0.40 0.31
O 3.076 -16.394 -14.512 -1.90 -1.15 -1.94
C 3.446 -14.399 -16.206 -0.60 -0.75 -1.13
H 4.047 -16.755 -17.990 -0.57 0.43 -0.01
H 3.781 -18.090 -16.925 -0.29 0.07 0.34
H 4.969 -16.838 -16.526 -0.53 -0.44 -0.11
H 3.930 -14.454 -17.181 -0.43 0.34 -0.33
H 4.311 -14.262 -15.557 -1.43 0.46 0.06
H 2.616 -13.693 -16.179 0.32 0.12 0.11
C 5.103 -17.367 -11.167 -0.77 0.46 -1.02
S 4.583 -18.554 -12.432 1.96 6.59 -0.36
O 3.095 -18.537 -12.377 0.56 2.53 -3.19
C 5.202 -17.704 -14.009 -2.98 -3.01 3.77
H 4.464 -17.384 -10.284 0.83 -0.79 -0.39
H 5.055 -16.358 -11.578 0.06 -0.49 -0.02
H 6.143 -17.575 -10.915 -2.28 -1.25 -0.10
H 4.572 -18.126 -14.792 0.06 -0.20 0.36
H 6.208 -18.098 -14.150 -2.41 -1.88 3.27
H 4.984 -16.636 -13.966 -0.45 -1.41 1.53
C 2.238 -16.781 -9.847 -0.07 -0.03 -0.72
S 2.383 -18.553 -10.350 -2.76 0.25 4.47
O 3.508 -19.057 -9.437 -2.94 3.14 0.87
C 0.786 -19.139 -9.660 -0.13 -0.31 1.21
H 1.504 -16.186 -10.390 -0.37 -0.44 -0.23
H 3.197 -16.405 -10.202 -1.04 -0.28 0.10
H 2.116 -16.575 -8.783 0.12 -0.53 0.11
H -0.031 -18.439 -9.836 0.19 0.17 0.01
H 0.905 -19.358 -8.599 -0.06 0.44 0.29
H 0.478 -20.104 -10.062 0.33 0.12 -0.58
C 7.621 -14.750 -15.977 -0.27 0.01 -0.88
S 6.005 -15.399 -15.306 4.78 2.59 -1.04
O 6.424 -16.836 -15.059 -2.17 11.28 -6.22
C 6.333 -14.519 -13.787 -0.52 -0.87 -0.60
H 7.619 -14.955 -17.047 0.28 0.29 -0.01
H 8.467 -15.265 -15.522 -0.46 -0.38 0.07
H 7.806 -13.707 -15.720 -0.59 0.20 -0.39
H 5.920 -13.514 -13.699 -0.33 -0.40 -0.42
H 7.390 -14.401 -13.546 -0.04 -0.56 -0.17
H 5.832 -15.242 -13.143 0.68 0.86 -0.26
```
Positions in Å, forces in eV/Å.

Computed properties:
Orbital gap in eV: 6.62
2S+1: 1
Total charge: 0
Energy above the lowest of the compared OMol25 structures with the same formula, charge and spin in eV: 25.547

Mulliken atomic charge list, values in e, 4 entries:
1 C -1.0757
2 C 0.8034
3 O -0.7704
4 N 0.0934



A cluster of 2 separate species, C5H12N2O in total, computed with ωB97M-V/def2-TZVPD.

The geometry in XYZ format:
```
20
Properties=species:S:1:pos:R:3:forces:R:3
C -1.414 0.464 -0.740 -1.28 -0.08 0.03
C -1.114 -0.787 -1.514 -0.19 0.16 0.39
C 1.875 0.942 -0.340 0.01 0.09 0.17
C 0.600 0.796 1.706 0.01 -0.02 -0.16
N 0.679 1.333 0.369 -1.14 -0.03 -0.90
C -0.276 -1.781 -0.733 0.26 -0.32 -0.23
O -2.258 0.188 0.263 0.37 -0.28 -0.63
N -0.424 -2.208 0.439 0.08 -0.03 0.36
H -2.490 1.003 0.730 0.18 0.01 -0.11
H -0.273 1.242 -0.277 1.85 0.47 1.21
H -1.200 -1.778 0.942 -0.12 0.05 -0.18
H -2.059 -1.281 -1.769 0.02 0.08 -0.03
H -0.592 -0.522 -2.435 -0.08 0.00 0.10
H 0.561 -2.192 -1.299 0.03 -0.03 -0.03
H 2.090 -0.137 -0.303 -0.06 -0.03 -0.05
H 1.806 1.267 -1.379 0.04 -0.05 -0.03
H 2.737 1.446 0.110 0.07 -0.01 -0.09
H 1.372 1.262 2.327 -0.05 0.01 0.08
H 0.750 -0.293 1.760 -0.01 0.01 0.00
H -0.370 1.036 2.144 0.03 0.01 0.09
```
Positions in Å, forces in eV/Å.

Computed properties:
Orbital gap (spin up / spin down) in eV: 8.08 / 8.08
2S+1: 1
Total charge: 0
Energy above the lowest of the compared OMol25 structures with the same formula, charge and spin in eV: 5.276

Mulliken atomic charge list, values in e, 4 entries:
1 C -0.4739
2 C -0.4308
3 C -0.9469
4 C -0.8749



A structure of composition C5H10O2, computed with ωB97M-V/def2-TZVPD.

The geometry in XYZ format:
```
17
Properties=species:S:1:pos:R:3:forces:R:3
O 1.777 0.215 1.206 0.24 0.13 0.16
C 1.867 -0.392 -0.070 0.00 -0.17 -0.40
C 0.464 -0.827 -0.469 -0.03 -0.07 0.01
C -0.505 0.333 -0.492 0.17 0.03 0.10
C -2.523 -0.031 -0.463 -0.02 -0.21 0.06
O -2.433 1.020 0.457 -0.10 0.08 0.04
C -1.079 0.868 0.834 0.16 0.01 0.11
H 2.658 0.504 1.471 -0.17 -0.02 0.02
H 2.531 -1.270 -0.051 -0.11 0.16 0.03
H 2.264 0.313 -0.817 -0.06 -0.08 0.14
H 0.113 -1.586 0.241 0.03 0.10 -0.10
H 0.514 -1.301 -1.458 0.00 0.06 0.12
H -0.162 1.151 -1.140 -0.06 -0.11 0.04
H -2.294 -0.981 0.073 -0.03 0.13 -0.05
H -1.532 0.118 -1.245 0.06 0.04 -0.08
H -0.660 1.819 1.180 -0.04 -0.15 -0.07
H -0.967 0.113 1.628 -0.04 0.08 -0.13
```
Positions in Å, forces in eV/Å.

Computed properties:
Orbital gap in eV: 8.55
2S+1: 1
Total charge: 0
Energy above the lowest of the compared OMol25 structures with the same formula, charge and spin in eV: 5.985

Mulliken atomic charge list, values in e, 4 entries:
1 O -0.4761
2 C -0.4537
3 C -0.5113
4 C -0.1887



A structure of composition C16H23F11NO14S2Zr, computed with ωB97M-V/def2-TZVPD.

The geometry in XYZ format:
```
68
Properties=species:S:1:pos:R:3:forces:R:3
Zr -0.429 -0.748 0.288 -1.13 -3.12 3.04
N 0.584 -4.328 1.973 0.56 0.14 -4.48
S 0.734 -5.903 1.884 -0.36 -3.12 2.10
O 2.032 -6.454 1.556 -0.93 0.45 0.29
O -0.440 -6.541 1.341 0.72 0.02 0.32
F 0.647 -6.171 3.480 -0.13 0.25 -0.64
S 0.998 -4.075 0.308 1.89 1.43 2.52
O 0.513 -2.794 -0.171 0.05 -0.03 -0.30
O 1.136 -5.102 -0.680 -1.22 0.50 0.32
F 2.555 -3.809 0.636 -0.42 0.69 -0.56
O -2.353 -0.875 -0.700 1.95 0.30 1.13
C -3.299 -1.873 -0.331 1.90 -0.03 -0.11
C -2.880 -2.544 1.039 -0.60 0.93 0.11
O -1.587 -2.311 1.533 0.33 2.20 -2.48
H -3.282 -2.576 -1.171 -0.44 -0.31 0.12
H -4.280 -1.399 -0.238 -0.19 -0.20 -0.03
H -3.079 -3.620 1.030 -0.16 -0.09 -0.11
H -3.613 -2.050 1.696 -0.01 -0.45 0.60
O 1.526 0.222 0.049 -1.25 -0.27 0.91
C 2.438 -0.043 1.085 0.57 0.06 0.67
C 1.797 -0.429 2.422 -1.05 -0.70 1.42
O 0.656 -1.219 2.292 -0.80 0.78 -2.82
H 3.117 0.792 1.336 -0.11 0.44 -0.44
H 3.127 -0.835 0.764 -0.16 -0.29 0.12
H 1.461 0.343 3.146 0.52 1.16 -0.91
H 2.504 -0.905 3.127 0.55 -0.47 -0.71
C 2.230 4.595 -1.090 -0.90 0.24 -0.95
C 1.263 3.552 -0.584 1.54 -0.47 0.85
O 0.263 3.353 -1.580 -0.44 0.99 -0.73
C -0.659 2.438 -1.463 0.50 -0.20 -0.07
O -0.722 1.637 -0.581 -0.32 -0.47 0.37
C -1.688 2.432 -2.629 -0.36 -0.19 1.65
F -2.902 2.460 -2.061 -0.05 0.38 -0.16
F -1.553 3.481 -3.422 0.01 0.04 -0.51
F -1.607 1.295 -3.285 0.37 -0.09 -0.72
H 2.551 4.366 -2.108 0.24 -0.28 0.13
H 3.092 4.677 -0.435 -0.09 0.20 0.07
H 1.659 5.519 -1.210 0.44 0.31 0.34
H 0.868 3.888 0.376 -0.58 -0.14 -0.24
H 1.817 2.631 -0.386 -0.48 -0.33 -0.11
C 0.362 2.748 2.777 -0.52 -0.28 0.52
C -0.478 2.057 3.846 0.25 -0.16 -0.24
O -1.880 1.974 3.520 -1.20 0.68 0.03
C -2.286 1.303 2.467 1.04 0.63 1.36
O -1.552 0.728 1.730 0.40 -0.71 -0.93
C -3.797 1.374 2.274 -0.59 -1.02 -0.21
F -4.371 2.305 3.032 0.09 0.60 -0.50
F -4.010 1.545 0.971 -0.28 0.75 0.09
F -4.395 0.230 2.603 0.25 -0.40 0.20
H 1.333 2.928 3.238 0.17 -0.14 -0.30
H -0.088 3.727 2.594 -0.02 0.00 -0.22
H 0.430 2.151 1.870 0.26 0.15 0.02
H -0.438 2.701 4.723 -0.27 -0.35 0.22
H -0.206 1.027 4.076 0.52 0.16 -0.04
C 2.360 1.071 -3.155 0.27 0.56 1.35
C 2.572 -0.407 -3.072 0.72 -1.09 -0.15
O 1.510 -1.141 -3.752 0.15 0.45 -1.23
C 0.352 -1.192 -3.164 0.46 -1.33 0.75
O 0.205 -0.906 -2.011 -0.88 0.70 0.27
C -0.740 -1.903 -4.020 -0.83 0.91 0.40
F -1.549 -0.979 -4.576 0.44 0.27 -0.46
F -0.180 -2.617 -4.979 -0.01 -0.35 -0.24
F -1.553 -2.639 -3.284 0.64 -0.49 0.23
H 2.156 1.472 -4.145 -0.24 -0.24 -0.06
H 3.247 1.587 -2.775 0.25 -0.22 -0.22
H 1.637 1.356 -2.388 -0.39 -0.03 -0.47
H 2.678 -0.835 -2.075 -0.46 0.59 0.30
H 3.486 -0.741 -3.565 -0.22 0.14 -0.47
```
Positions in Å, forces in eV/Å.

Computed properties:
Orbital gap in eV: 6.75
2S+1: 1
Total charge: -1

Mulliken atomic charge list, values in e, 4 entries:
1 Zr 1.3871
2 N -0.0928
3 S 0.9602
4 O -0.6140



A cluster of 2 separate species, C3H10NO2 in total, computed with ωB97M-V/def2-TZVPD.

The geometry in XYZ format:
```
16
Properties=species:S:1:pos:R:3:forces:R:3
C -1.709 0.014 -0.004 -0.30 -0.57 -0.56
N -0.284 -0.408 0.044 1.29 1.14 0.29
C 0.361 0.831 0.535 -1.37 0.41 3.04
C 0.979 1.653 -0.583 0.68 1.53 1.28
O 0.580 1.096 -1.724 1.23 0.47 -1.38
H -2.301 -0.610 -0.753 0.47 0.68 1.51
H -1.623 1.035 -0.377 -1.09 0.08 -0.37
H -2.111 0.123 1.090 0.53 -0.81 -2.19
H 0.284 -0.543 -0.851 -2.31 -0.12 1.00
H 0.917 0.566 1.440 0.87 0.30 -0.49
H -0.372 1.636 0.971 0.72 -1.99 -0.56
H 2.101 1.728 -0.311 -1.04 -0.41 -1.26
H 0.600 2.703 -0.458 0.58 -0.49 -0.48
H 0.265 -1.913 0.854 -0.94 -2.01 0.41
H 0.515 -2.664 2.156 -0.51 -0.76 -0.96
O 0.160 -2.870 1.254 1.18 2.52 0.73
```
Positions in Å, forces in eV/Å.

Computed properties:
Orbital gap (spin up / spin down) in eV: 10.22 / 7.06
2S+1: 2
Total charge: 0
Energy above the lowest of the compared OMol25 structures with the same formula, charge and spin in eV: 1.930

Mulliken atomic charge list, values in e, 4 entries:
1 C -0.7902
2 N -0.4752
3 C -0.7304
4 C -0.0963



The molecule C4H9NO, computed with ωB97M-V/def2-TZVPD.

The geometry in XYZ format:
```
15
Properties=species:S:1:pos:R:3:forces:R:3
C -1.278 -0.191 1.691 2.66 0.42 0.29
C 0.189 0.056 0.976 -5.48 -1.85 2.37
C -0.005 0.199 -0.286 5.32 1.51 -2.46
C -1.051 0.348 -1.319 -0.01 -0.04 0.26
O 1.404 0.561 -0.933 -1.59 -0.75 -0.40
N 2.406 -0.410 -0.667 0.05 -0.28 0.33
H -1.439 -1.256 1.843 -0.10 -0.02 0.00
H -1.192 0.295 2.661 -0.29 -0.12 0.19
H -2.116 0.262 1.173 0.16 -0.01 -0.30
H 1.052 -0.246 1.538 0.41 0.56 -0.24
H -1.776 -0.463 -1.271 -0.06 0.01 0.04
H -0.546 0.321 -2.285 -0.16 0.08 0.07
H -1.571 1.297 -1.200 -0.09 0.04 -0.13
H 2.672 -0.858 -1.543 -0.41 0.19 -0.09
H 3.250 0.086 -0.378 -0.41 0.27 0.07
```
Positions in Å, forces in eV/Å.

Computed properties:
Orbital gap in eV: 9.96
SMILES: C/C=C(\C)ON
2S+1: 1
Total charge: 0
Energy above the lowest of the compared OMol25 structures with the same formula, charge and spin in eV: 4.423

Mulliken atomic charge list, values in e, 4 entries:
1 C -1.0722
2 C -0.0794
3 C 0.4170
4 C -1.2410